No. 1
The following is a DFT calculation (ωB97M-V/def2-TZVPD) of a 8-piece molecular cluster, C4H25NO8 overall.

Computed properties:
Multiplicity: 2
Lowest unoccupied orbital energy (spin up / spin down) (eV): 2.80 / 2.68
Relative energy (zero: lowest compared OMol25 entry of this formula, charge and spin) (kcal per mole): 29.0
Charge: -1
HOMO-LUMO gap (spin up / spin down) (eV): 2.594 / 9.006

Each line ends with the Löwdin spin population.
CARTESIAN COORDINATES (ANGSTROEM)
N  3.247  -0.905  2.090  0.01
O  -3.213  3.445  -1.826  0.08
H  2.674  -3.178  0.878  0.00
H  -0.586  -2.542  -0.363  0.01
H  1.672  2.688  -0.970  0.09
H  5.043  -2.918  1.134  0.00
H  -1.712  -0.240  -0.847  0.01
C  5.127  -1.856  0.904  0.00
H  -4.623  1.016  -2.270  0.00
H  2.973  -1.667  2.692  0.00
H  -3.034  2.808  -2.518  0.02
H  0.387  2.595  -1.764  0.10
H  -3.503  0.581  -1.349  0.00
O  -4.387  0.948  -1.345  0.02
H  -0.587  1.000  1.283  0.02
H  5.760  -1.463  1.700  0.00
H  -3.455  3.126  -0.038  0.01
O  -1.040  1.732  0.866  0.07
H  -3.577  2.727  1.418  0.00
O  1.286  -1.945  0.001  0.03
H  -3.128  4.296  -2.256  0.02
O  -4.019  2.650  0.572  0.02
H  0.227  -3.758  0.425  0.00
H  -0.362  2.175  0.356  0.03
H  2.315  -0.518  2.060  0.01
H  -3.911  -0.309  1.941  0.00
O  0.746  2.459  -0.888  0.26
C  2.702  -2.361  0.157  0.01
O  -3.860  0.164  1.111  0.02
H  -1.529  1.214  -1.226  0.03
H  -2.933  0.379  1.014  0.01
C  3.702  -1.391  0.765  0.02
H  3.090  -2.727  -0.794  0.00
O  -1.927  0.398  -1.528  0.07
H  3.758  -0.429  0.256  0.02
H  0.645  -3.409  -1.271  0.00
C  0.416  -2.967  -0.301  0.02
H  5.615  -1.819  -0.070  0.00


No. 2
The following is a DFT calculation (ωB97M-V/def2-TZVPD) of a 4-piece molecular cluster, C3H8O overall.

Computed properties:
Lowest unoccupied orbital energy (eV): 1.09
Relative energy (zero: lowest compared OMol25 entry of this formula, charge and spin) (kcal per mole): 94.9
HOMO-LUMO gap (eV): 10.576

Each line ends with the natural charge from an NBO analysis.
CARTESIAN COORDINATES (ANGSTROEM)
H  -0.062  -2.123  0.414  0.23
C  -0.812  1.303  -0.823  0.06
H  -1.355  0.273  0.104  0.00
H  -1.529  1.006  -1.610  0.15
H  -0.867  -0.372  0.474  0.17
C  0.318  -1.183  0.811  -0.60
H  1.893  0.255  0.616  0.21
H  -1.158  2.128  -0.174  0.14
O  0.417  1.104  -0.985  -0.61
C  1.293  -0.502  0.126  -0.19
H  0.216  -1.047  1.886  0.23
H  1.648  -0.843  -0.838  0.21


> relative energy (zero: lowest compared OMol25 entry of this formula, charge and spin) of number 1 (C4H25NO8)?

29.0 kcal per mole